ORCA calculation (ωB97M-V with the def2-TZVPD basis set) on C4H6N2O2 as an isolated structure at a distorted geometry.

Summary:
- E_HOMO: -8.86 eV
- Total energy: -11312.368 eV

Atoms and positions in Å:
C -0.72 0.13 -0.33
C -1.03 0.42 -1.81
C 0.46 0.39 -1.26
C -0.08 0.40 1.04
H -1.23 -1.62 0.81
H -1.31 1.33 -2.28
H -1.72 -0.47 -2.20
H 0.93 1.53 -1.45
H 1.50 -1.31 -0.45
H 1.94 0.51 1.54
N 1.50 -0.36 -0.47
N 1.27 0.11 0.99
O -0.74 -1.34 -0.36
O -0.67 0.56 2.18